{
  "formula": "C34H97N5O19",
  "method": "ωB97M-V/def2-TZVPD",
  "symbols": ["C", "C", "C", "O", "C", "N", "H", "H", "H", "H", "H", "H", "H", "H", "H", "H", "H", "C", "C", "C", "O", "C", "N", "H", "H", "H", "H", "H", "H", "H", "H", "H", "H", "H", "C", "C", "C", "O", "C", "N", "H", "H", "H", "H", "H", "H", "H", "H", "H", "H", "H", "C", "C", "C", "O", "C", "N", "H", "H", "H", "H", "H", "H", "H", "H", "H", "H", "H", "C", "C", "C", "O", "C", "N", "H", "H", "H", "H", "H", "H", "H", "H", "H", "H", "H", "C", "C", "O", "O", "H", "H", "H", "H", "H", "H", "C", "C", "O", "O", "H", "H", "H", "H", "H", "H", "C", "C", "O", "O", "H", "H", "H", "H", "H", "H", "C", "C", "O", "O", "H", "H", "H", "H", "H", "H", "C", "C", "O", "O", "H", "H", "H", "H", "H", "H", "C", "C", "O", "O", "H", "H", "H", "H", "H", "H", "C", "C", "O", "O", "H", "H", "H", "H", "H", "H"],
  "coordinates": [[0.5451, -0.3049, -2.1692], [0.0679, -1.4037, -1.2172], [-0.1700, -0.9052, 0.1802], [1.0288, -0.7159, 0.8984], [0.8301, 0.0950, 2.0299], [-1.1597, -1.9964, -1.7207], [0.9436, -0.7063, -3.1007], [1.3507, 0.2361, -1.6648], [-0.2804, 0.3833, -2.3818], [0.9034, -2.1220, -1.2875], [-0.8138, -1.6268, 0.7087], [-0.7987, -0.0015, 0.0940], [0.4362, 1.0955, 1.8201], [1.7342, 0.2007, 2.6293], [0.1320, -0.4063, 2.7178], [-1.3095, -2.9165, -1.3254], [-1.2317, -2.1177, -2.7222], [-2.1805, 5.9709, 1.5651], [-2.4968, 5.1079, 2.7604], [-1.3394, 4.1705, 3.0789], [-0.3164, 4.8342, 3.7278], [0.8577, 4.0416, 3.8113], [-2.9961, 5.8552, 3.9321], [-1.2264, 6.4841, 1.7095], [-2.9530, 6.6822, 1.2731], [-2.0265, 5.3552, 0.6739], [-3.3502, 4.4474, 2.5614], [-1.0099, 3.6015, 2.1934], [-1.7510, 3.3548, 3.7169], [0.6302, 3.1451, 4.4070], [1.5861, 4.6016, 4.3904], [1.1755, 3.7439, 2.8089], [-2.2126, 6.2702, 4.4333], [-3.3569, 5.1564, 4.5768], [0.7174, 2.7559, -7.2367], [0.3790, 2.0471, -5.9273], [-0.8965, 2.5309, -5.2613], [-0.9485, 3.9224, -5.2210], [-2.1232, 4.4020, -4.6002], [0.2718, 0.5752, -6.1320], [0.0812, 2.4165, -8.0592], [1.7643, 2.6379, -7.5075], [0.4728, 3.8170, -7.1389], [1.2031, 2.3116, -5.2451], [-0.8246, 2.1240, -4.2340], [-1.7941, 2.1212, -5.7428], [-2.2860, 5.4274, -4.9186], [-2.0086, 4.3760, -3.5075], [-2.9915, 3.7866, -4.8655], [1.2213, 0.2120, -6.1380], [-0.1353, 0.2012, -5.2756], [-2.9339, -0.4655, -4.4208], [-3.8720, -0.5075, -3.2292], [-3.7870, 0.8150, -2.4422], [-4.9958, 1.4983, -2.3360], [-4.9907, 2.4753, -1.2968], [-5.2478, -0.8116, -3.7281], [-1.9248, -0.3015, -4.0470], [-3.2299, 0.4400, -4.9580], [-3.0522, -1.3361, -5.0597], [-3.6345, -1.3057, -2.5295], [-3.0046, 1.4784, -2.8793], [-3.2735, 0.6486, -1.4745], [-5.0464, 1.9412, -0.3455], [-5.9052, 3.0458, -1.4457], [-4.1335, 3.1484, -1.3618], [-5.8803, -0.1716, -3.2536], [-5.3092, -0.5382, -4.7048], [2.8911, -6.2253, 3.7081], [1.3778, -6.3476, 3.6706], [0.7396, -5.0730, 3.1717], [1.0679, -4.0404, 4.0674], [0.5029, -2.8103, 3.6752], [1.0273, -7.4605, 2.7634], [3.2495, -5.8462, 2.7425], [3.4654, -7.1389, 3.8775], [3.2274, -5.5128, 4.4628], [1.0164, -6.5655, 4.6854], [-0.3518, -5.2171, 3.1404], [1.0928, -4.8751, 2.1502], [0.8647, -1.9924, 4.3019], [-0.5912, -2.7769, 3.7480], [0.8552, -2.6093, 2.6559], [1.5634, -8.2862, 2.9911], [0.0464, -7.7004, 2.8368], [3.9409, -1.8246, 2.8991], [5.2585, -2.5661, 2.9084], [5.5037, -3.3041, 4.1058], [3.9226, -0.7193, 3.8369], [3.0942, -2.4884, 3.0741], [3.8372, -1.3320, 1.9322], [6.0769, -1.9061, 2.6143], [5.1858, -3.3425, 2.1411], [5.7577, -2.7022, 4.8111], [4.2857, -1.0194, 4.6749], [5.1390, 1.3094, 0.7495], [4.9969, 2.2774, 1.8969], [3.9115, 2.0557, 2.7730], [5.8299, 0.1295, 1.0688], [5.5073, 1.8430, -0.1377], [4.1309, 1.0037, 0.4452], [4.8498, 3.2841, 1.5012], [5.9120, 2.4365, 2.4922], [3.8042, 1.1465, 3.0822], [6.6925, 0.3802, 1.4153], [-0.9783, -5.5812, -5.5500], [-1.6085, -4.6751, -4.5273], [-0.7380, -3.6456, -4.0820], [0.1104, -6.2683, -4.9399], [-0.5708, -5.0515, -6.4202], [-1.7449, -6.2541, -5.9462], [-1.8980, -5.3223, -3.6873], [-2.5263, -4.2277, -4.9100], [0.1261, -4.0679, -3.9774], [0.0974, -7.2085, -5.1269], [-0.8677, 1.6469, 7.4083], [-1.5549, 1.1347, 6.1878], [-0.6914, 0.9877, 5.0787], [-0.0046, 0.6130, 7.8997], [-1.5924, 1.9823, 8.1557], [-0.2685, 2.5177, 7.1071], [-2.2927, 1.8652, 5.8396], [-2.1601, 0.2568, 6.4526], [-0.1365, 0.2140, 5.2339], [0.5776, 1.0094, 8.5528], [-4.9121, -0.5498, 4.4641], [-4.2398, 0.6354, 3.8214], [-2.9975, 0.2691, 3.2569], [-6.1315, -0.0514, 5.0395], [-4.2561, -1.0278, 5.1950], [-5.1922, -1.2559, 3.6763], [-4.1689, 1.4674, 4.5310], [-4.8777, 1.0262, 3.0200], [-2.2964, 0.8000, 3.6494], [-6.5383, -0.8042, 5.4774], [1.9396, 3.5391, -0.3351], [1.2077, 4.4997, -1.2287], [0.4047, 5.3734, -0.4301], [3.0057, 4.2555, 0.2915], [2.3903, 2.6841, -0.8554], [1.2083, 3.1157, 0.3675], [0.5143, 4.0227, -1.9100], [1.9252, 5.0787, -1.8213], [0.9262, 5.5331, 0.3664], [3.2447, 3.7927, 1.1003], [2.6490, -2.7763, -5.4369], [3.2842, -3.0567, -6.7954], [2.5277, -3.9207, -7.6096], [2.2286, -3.9710, -4.8025], [1.7758, -2.1199, -5.5786], [3.3812, -2.3050, -4.7854], [4.2293, -3.5648, -6.5948], [3.5026, -2.1058, -7.2973], [1.6244, -3.6040, -7.7133], [1.5580, -4.4168, -5.3301]],
  "forces_ev_per_a": [[-0.2, 0.3, 0.6], [0.9, -0.5, -1.7], [-0.8, -0.3, 0.2], [0.3, 0.7, -0.3], [-0.4, -0.3, 1.0], [-0.7, 0.1, 0.5], [-0.1, -0.1, 0.0], [0.0, 0.1, -0.2], [0.1, 0.1, 0.0], [-0.1, -0.1, 0.8], [0.1, 0.0, 0.0], [0.4, 0.1, 0.2], [0.0, -0.1, -0.3], [0.3, -0.1, -0.5], [-0.3, 0.2, -0.2], [0.0, 0.0, 0.1], [0.5, 0.1, 0.1], [0.3, 0.1, -0.7], [-0.7, -0.3, 0.2], [-1.1, -1.3, 0.2], [0.7, 0.5, -0.1], [-0.8, -0.2, 0.7], [0.6, -0.1, 0.1], [-0.2, 0.2, 0.1], [-0.1, 0.1, 0.5], [0.1, -0.2, 0.2], [0.2, 0.0, -0.6], [0.2, 0.5, -0.2], [0.2, 0.2, 0.2], [0.1, -0.1, -0.3], [0.3, 0.2, -0.4], [0.4, 0.1, 0.1], [0.0, 0.1, -0.2], [-0.1, 0.2, 0.0], [-0.9, 0.3, -0.1], [0.5, 0.1, -0.6], [0.3, -0.6, 0.4], [-0.1, 0.4, -0.3], [0.1, -0.2, 0.3], [0.2, 0.7, 0.6], [0.1, -0.3, 0.1], [0.0, 0.0, 0.0], [0.4, 0.0, 0.1], [-0.2, -0.2, 0.1], [-0.5, 0.0, 0.0], [0.1, 0.0, -0.1], [0.0, 0.0, 0.0], [-0.1, 0.0, -0.1], [0.0, 0.1, -0.1], [-0.1, -0.1, -0.2], [0.0, -0.2, -0.1], [-0.4, 0.6, 0.6], [-1.3, -0.3, -0.2], [2.0, 0.4, 0.3], [-0.2, 0.2, 0.2], [-0.6, -0.6, -0.5], [0.3, 0.5, 0.2], [0.2, -0.3, -0.3], [0.2, -0.1, -0.3], [0.3, -0.1, 0.0], [0.3, -0.1, -0.1], [-0.5, 0.0, -0.5], [-0.8, -0.3, 0.2], [0.3, 0.3, 0.2], [0.0, 0.1, 0.2], [0.1, -0.1, 0.1], [-0.1, -0.2, 0.0], [0.0, 0.0, 0.0], [0.6, 0.6, -0.3], [0.4, -1.2, 0.2], [-0.3, -0.4, 0.1], [-0.1, 0.3, 0.4], [0.3, 0.2, -0.3], [-0.1, 0.5, -0.1], [-0.1, 0.0, 0.0], [-0.5, -0.3, 0.1], [-0.2, 0.0, 0.0], [0.0, 0.3, 0.0], [0.0, 0.1, -0.1], [0.0, 0.2, 0.0], [0.3, -0.3, 0.2], [0.0, -0.3, -0.2], [-0.5, 0.3, -0.1], [0.0, 0.0, 0.1], [0.0, 0.0, 0.0], [0.3, 0.8, 0.1], [-0.4, -0.7, -0.4], [0.0, 0.4, 0.1], [0.0, -0.3, -0.2], [0.1, -0.1, 0.1], [-0.1, -0.2, -0.1], [0.0, 0.1, 0.3], [0.0, 0.1, -0.1], [0.1, 0.0, 0.0], [-0.2, 0.0, 0.1], [-0.9, 0.4, -0.3], [0.2, 0.7, 0.7], [-0.6, 0.4, -0.1], [0.4, -0.2, 0.0], [0.5, -0.2, 0.2], [0.0, -0.1, 0.2], [-0.1, -0.1, -0.2], [0.2, -0.6, -0.2], [0.6, -0.3, -0.1], [0.0, -0.1, 0.0], [0.0, -0.2, -0.6], [-0.2, -0.2, 0.3], [0.0, -0.4, -0.5], [0.1, 0.1, 0.2], [-0.2, 0.3, 0.1], [0.1, -0.1, 0.2], [0.0, 0.1, 0.0], [0.1, 0.2, -0.1], [0.2, 0.3, 0.3], [-0.1, 0.0, -0.1], [0.8, 0.3, 0.0], [-1.1, 0.5, -0.2], [0.1, -0.6, 0.0], [-0.3, 0.3, -0.1], [-0.1, -0.2, 0.1], [-0.1, 0.0, 0.1], [0.1, 0.2, 0.3], [0.4, -0.3, -0.3], [0.1, 0.1, 0.0], [0.1, -0.1, 0.0], [-0.8, 0.3, -0.4], [-0.2, 0.6, -0.4], [0.2, 0.0, 0.0], [0.5, -0.3, 0.2], [0.0, 0.0, 0.1], [0.4, -0.2, 0.1], [0.2, -0.2, 0.2], [-0.1, -0.2, 0.0], [0.2, -0.2, 0.1], [-0.2, 0.1, 0.0], [0.4, -0.7, -0.2], [-0.2, 0.5, 0.1], [0.3, -0.2, 0.0], [-0.5, 0.2, 0.3], [-0.3, 0.1, -0.4], [0.2, 0.2, 0.2], [0.0, -0.4, -0.1], [0.0, -0.1, 0.0], [-0.1, 0.3, 0.0], [-0.2, 0.0, 0.1], [-0.7, -0.3, -0.6], [0.4, 0.2, 0.6], [-0.2, -0.3, -0.1], [0.2, 0.0, 0.5], [0.1, 0.1, 0.1], [-0.1, 0.1, 0.1], [0.0, -0.1, -0.3], [0.0, 0.0, 0.0], [0.1, 0.3, 0.0], [0.3, -0.1, -0.3]],
  "mulliken_charge": [-0.7424, 0.8644, -1.1938, -0.0030, -0.1375, 0.0586, -0.1175, 0.2815, 0.0195, 0.1637, 0.2456, 0.2916, 0.2723, 0.0229, 0.0005, 0.2204, -0.2405, -1.5130, 0.3551, 0.6465, -0.5129, 0.2264, -0.7649, 0.2090, 0.4326, 0.3170, 0.3574, 0.0083, -0.3390, -0.0576, 0.3766, -0.3305, 0.3048, 0.2877, -1.5026, 0.9558, -0.2518, -0.4581, -0.6180, -0.6592, 0.3315, 0.4000, 0.3223, 0.1774, 0.0219, 0.2816, 0.3086, 0.1330, 0.3025, 0.2705, -0.0172, -1.2741, 1.0981, 0.2717, -0.5536, -0.6815, -0.8534, -0.2554, 0.6140, 0.3050, -0.0092, -0.1154, 0.0770, 0.2622, 0.3277, 0.2131, 0.3172, 0.2970, -1.4418, 0.6449, -0.6084, -0.4059, -0.7306, -0.7102, 0.3114, 0.4275, 0.2952, 0.2072, 0.3142, 0.2428, 0.2543, 0.4304, 0.2747, 0.2458, 0.2382, 1.0601, -0.7401, -0.5092, -0.4973, -0.4355, 0.0353, 0.2763, 0.3345, 0.3244, 0.2832, -0.1664, -0.3676, -0.4594, -0.4593, 0.3609, -0.0700, 0.3992, 0.3504, 0.1452, 0.3365, -0.5127, -0.4480, -0.3228, -0.5355, 0.1592, 0.4873, 0.2661, 0.3743, 0.2893, 0.2956, -0.6372, -0.1696, -0.0194, -0.5278, 0.3793, 0.2801, 0.2237, 0.1748, 0.0461, 0.3136, -0.4061, -0.1391, -0.3945, -0.5414, 0.2453, 0.2725, 0.1845, 0.2902, 0.1111, 0.3133, 0.0925, -0.3550, -0.4732, -0.6263, 0.2651, 0.0051, 0.0790, 0.2944, 0.3371, 0.1633, -0.3183, -0.5234, -0.5139, -0.5073, 0.1863, 0.4067, 0.3078, 0.3202, 0.2907, 0.2782],
  "e_above_lowest_kcal_mol": 35.7,
  "mol_weight_g_mol": 880.17,
  "largest_force_ev_per_a": 2.0,
  "gap_ha": 0.331,
  "smiles": "COC[C@H](C)N.COC[C@H](C)N.COC[C@H](C)N.COC[C@H](C)N.COC[C@H](C)N.OCCO.OCCO.OCCO.OCCO.OCCO.OCCO.OCCO"
}